(1)
The following is a quantum chemistry calculation of a gas-phase ion, C6H8FN2O2 (charge +1) at a distorted geometry, from the Open Molecules 2025 dataset.

Properties
Frontier orbital gap (alpha / beta) = 9.6 / 9.6 eV
LUMO level (alpha / beta) = -4.993 / -4.992 eV
Net charge = +1

```
19
Properties=species:S:1:pos:R:3:nbo_charge:R:1
C 1.892 -0.055 0.832 -0.16
C 1.339 -1.165 1.354 0.01
C -0.906 -0.988 0.590 0.34
C 1.311 0.722 -0.261 -0.62
C -0.007 1.433 -0.083 0.80
C -0.947 1.614 -1.189 -0.78
N 0.129 -1.688 0.839 -0.52
N -2.070 -1.351 0.043 0.41
O -3.155 -1.532 0.517 -0.22
O -1.717 -0.940 -1.180 -0.46
F -0.181 2.006 1.043 -0.25
H 2.839 0.175 1.148 0.25
H 1.694 -1.870 2.023 0.24
H 1.928 1.451 -0.701 0.30
H 1.253 0.214 -1.284 0.29
H -0.426 1.829 -2.227 0.30
H -1.572 2.396 -0.863 0.26
H -1.408 0.394 -1.205 0.39
H 0.004 -2.644 0.604 0.42
```



(2)
The following is a quantum chemistry calculation of C6H8FNO in the gas phase at a distorted geometry, from the Open Molecules 2025 dataset.

Properties
Frontier orbital gap = 9.1 eV
LUMO level = 0.493 eV

```
17
Properties=species:S:1:pos:R:3:nbo_charge:R:1
C -1.477 0.088 -1.149 -0.30
C -1.975 -1.122 -0.857 0.01
C -1.493 -0.713 1.276 0.17
C -0.932 0.856 -0.014 0.33
C 2.512 -0.319 0.195 -0.24
C 0.560 0.994 0.132 -0.12
N -1.948 -1.537 0.475 -0.47
O 1.108 -0.296 0.213 -0.53
F -1.570 2.034 0.262 -0.35
H -1.486 0.493 -2.147 0.23
H -2.390 -1.821 -1.566 0.21
H -1.308 -0.755 2.323 0.19
H 2.906 0.225 -0.674 0.17
H 2.798 -1.368 0.119 0.20
H 2.936 0.116 1.109 0.17
H 0.775 1.587 1.037 0.18
H 0.985 1.537 -0.734 0.17
```



(3)
The following is a quantum chemistry calculation of C6H8FNO in the gas phase at a distorted geometry, from the Open Molecules 2025 dataset.

Properties
Frontier orbital gap (alpha / beta) = 9.2 / 9.2 eV
LUMO level (alpha / beta) = 0.605 / 0.605 eV

```
17
Properties=species:S:1:pos:R:3:nbo_charge:R:1
C -0.013 -1.520 0.834 0.29
C -0.009 0.693 -0.016 0.32
C -0.893 -1.764 -0.091 0.09
C -1.662 -3.023 -0.504 -0.65
C 1.366 2.898 -0.152 -0.60
C 0.931 1.632 0.570 -0.53
N -0.891 0.496 -0.802 -0.12
O -1.366 -0.751 -1.030 -0.33
F 0.843 -2.141 1.589 -0.30
H -2.431 -3.116 0.178 0.22
H -2.204 -2.712 -1.382 0.24
H -1.075 -3.926 -0.452 0.23
H 2.335 3.326 0.314 0.21
H 0.734 3.835 -0.089 0.21
H 1.755 2.859 -1.120 0.22
H 0.691 2.027 1.515 0.25
H 1.889 1.186 0.638 0.25
```



(4)
The following is a quantum chemistry calculation of a molecular structure, C6H8HgO3 at a distorted geometry, from the Open Molecules 2025 dataset.

Properties
Spin multiplicity = 2
Expectation value of S² = 0.753
Frontier orbital gap (alpha / beta) = 10.4 / 6.3 eV
LUMO level (alpha / beta) = -3.772 / -7.924 eV
Net charge = +1

```
18
Properties=species:S:1:pos:R:3:nbo_charge:R:1
O 2.176 0.466 0.133 -0.62
C 0.945 0.749 -0.514 0.04
C -0.254 0.782 0.378 -0.42
Hg 3.588 2.083 1.014 0.88
H -1.118 1.353 0.034 0.25
H 1.031 1.345 -1.420 0.22
H -0.063 0.810 1.453 0.23
C 0.101 -0.482 -0.372 -0.24
C 0.985 -1.508 0.337 -0.44
C 2.397 -1.026 0.036 -0.05
H -0.530 -0.803 -1.200 0.25
H 0.814 -2.520 -0.040 0.26
H 0.896 -1.297 1.468 0.22
H 3.135 -1.266 0.809 0.20
H 2.774 -1.272 -0.965 0.20
O -4.517 0.713 -0.082 -0.54
C -5.627 0.871 -0.376 1.03
O -6.733 1.004 -0.694 -0.49
```



(5)
The following is a quantum chemistry calculation of C6H8IN3 in the gas phase at a distorted geometry, from the Open Molecules 2025 dataset.

Properties
Frontier orbital gap (alpha / beta) = 7.0 / 7.0 eV
LUMO level (alpha / beta) = -0.868 / -0.869 eV

```
18
Properties=species:S:1:pos:R:3:nbo_charge:R:1
C -0.069 0.548 2.595 0.00
C 0.167 1.881 2.191 -0.33
C 0.414 2.105 0.870 0.09
C -0.530 -0.515 -1.290 -0.37
C -0.863 -1.726 -0.622 -0.43
C 0.500 -1.218 -0.362 -0.12
N 0.204 -0.453 1.861 -0.18
N 0.843 -0.489 0.809 -0.03
N 0.685 3.365 0.455 -0.79
I -0.775 3.439 3.444 0.00
H -0.480 0.300 3.571 0.22
H -0.447 -0.532 -2.339 0.22
H -0.742 0.473 -0.967 0.24
H -1.541 -1.556 0.375 0.22
H -1.169 -2.657 -1.051 0.24
H 1.507 -1.698 -0.625 0.24
H 0.666 4.117 1.202 0.38
H 0.693 3.595 -0.586 0.41
```



(6)
The following is a quantum chemistry calculation of a molecular structure, C6H8MnO5 at a distorted geometry, from the Open Molecules 2025 dataset.

Properties
Spin multiplicity = 5
Expectation value of S² = 6.071
Frontier orbital gap (alpha / beta) = 8.9 / 3.6 eV
LUMO level (alpha / beta) = -15.374 / -19.538 eV
Net charge = +3

```
20
Properties=species:S:1:pos:R:3:mulliken_spin:R:1
Mn 0.058 0.072 -1.144 3.55
O 0.082 3.093 -1.357 0.06
C 0.045 1.940 -1.329 -0.16
C 0.057 -1.801 -1.329 -0.15
O 0.047 -2.949 -1.395 0.06
C 1.890 0.093 -1.612 -0.01
O 3.036 0.114 -1.840 0.06
C -1.773 0.084 -1.339 -0.02
O -2.935 0.078 -1.301 0.08
H -0.120 0.482 -4.499 0.01
H -0.118 -0.306 -4.502 0.01
C 0.037 -0.375 3.317 0.12
C -0.429 -0.164 1.905 0.04
O 0.834 0.196 1.170 0.10
H 0.746 -1.218 3.359 0.07
H -0.887 -0.629 3.892 0.00
H 0.487 0.557 3.743 0.06
H -0.842 -1.098 1.412 0.06
H -1.158 0.690 1.797 0.07
H 0.945 1.141 1.054 0.00
```



(7)
The following is a quantum chemistry calculation of a molecular structure, C6H8N at a distorted geometry, from the Open Molecules 2025 dataset.

Properties
Frontier orbital gap = 11.8 eV
LUMO level = -4.264 eV
Net charge = +1

```
15
Properties=species:S:1:pos:R:3:nbo_charge:R:1
C -0.626 -1.843 0.095 0.51
C -0.597 1.084 0.181 -0.42
C 1.546 -0.522 0.694 -0.40
C 1.455 -0.378 -0.811 -0.42
C -1.926 0.375 -0.085 -0.23
C 0.269 -0.162 0.038 0.18
N -1.300 -0.885 -0.071 -0.35
H -0.527 1.522 1.178 0.26
H -0.341 1.841 -0.560 0.26
H 1.693 -1.512 1.099 0.28
H 2.015 0.249 1.295 0.26
H 1.876 0.489 -1.305 0.26
H 1.530 -1.280 -1.398 0.27
H -2.678 0.448 0.704 0.27
H -2.386 0.574 -1.054 0.27
```



(8)
The following is a quantum chemistry calculation of a gas-phase ion, C6H8N (charge +1) at a distorted geometry, from the Open Molecules 2025 dataset.

Properties
Frontier orbital gap (alpha / beta) = 6.5 / 4.5 eV
LUMO level (alpha / beta) = -6.975 / -8.130 eV
Net charge = +1

```
15
Properties=species:S:1:pos:R:3:nbo_charge:R:1
C -1.837 0.659 -1.372 -0.17
C -0.809 0.920 -0.840 -0.03
C 0.583 1.676 -0.751 -0.63
C -0.790 -2.037 0.742 0.01
C 1.448 0.710 0.054 0.35
C 0.776 -0.215 1.119 -0.37
N -0.328 -0.851 0.556 -0.30
H -2.522 -0.162 -1.594 0.25
H 0.418 2.691 -0.483 0.33
H 0.547 1.741 -1.897 0.35
H -0.118 -2.799 1.164 0.20
H -1.539 -2.287 0.013 0.21
H 2.554 0.548 -0.100 0.24
H 0.195 0.385 1.762 0.30
H 1.421 -0.979 1.628 0.25
```



Looking at energy relative to the best compared isomer or geometry (same formula, charge and spin) for the records above, in order, we have 670.0, 242.9, 551.1, 0.0, 420.8, 45.9, 595.4, 912.6 kJ/mol.
Looking at energy for the records above, in order, we have -16128.8925, -12603.1489, -12599.9551, -16660.0479, -18916.3576, -47867.6213, -7829.5179, -7826.2298 eV.